[1]
C2H3BrFNO2 | ωB97M-V with the def2-TZVPD basis set

Results
* ΔE to the lowest compared entry with this formula, charge and spin: 65.57 kcal per mole
* net charge: 0
* electronic energy: -80461.5133 eV
* frontier orbital gap (alpha / beta): 8.4871 / 8.4895 eV
* HOMO energy (alpha / beta): -9.6 / -9.6 eV
* molar mass: 172.0 g/mol

CARTESIAN COORDINATES (ANGSTROEM)
C: -0.9141 -0.1368 -0.1890
C: 1.1609 -0.9559 0.2462
N: -0.8849 1.2691 -0.0852
O: -1.5671 1.8655 0.8074
O: -0.0831 1.9231 -0.8124
F: 1.1639 -2.0065 -0.5265
Br: 2.2582 0.4694 -0.2068
H: -0.6018 -0.5529 -1.1845
H: -1.5152 -0.6563 0.5504
H: 0.9832 -1.2187 1.4005

***

[2]
C2H3BrFNO2 | ωB97M-V with the def2-TZVPD basis set

Results
* ΔE to the lowest compared entry with this formula, charge and spin: 88.41 kcal per mole
* net charge: 0
* electronic energy: -80460.5228 eV
* frontier orbital gap (alpha / beta): 8.3191 / 7.9629 eV
* HOMO energy (alpha / beta): -9.6 / -9.4 eV
* molar mass: 172.0 g/mol

CARTESIAN COORDINATES (ANGSTROEM)
C: -1.1328 0.2335 -0.3485
C: 1.2592 -0.5427 -0.5288
N: -0.9058 0.2585 1.0388
O: -1.2916 -0.6088 1.7825
O: -0.1624 1.1790 1.3474
F: 1.6378 -0.1919 -1.7765
Br: 2.1394 0.5655 0.6427
H: -0.9025 1.1134 -1.0339
H: -1.8279 -0.5166 -0.9017
H: 1.1865 -1.4898 -0.2218

***

[3]
C2H3BrN2S | ωB97M-V with the def2-TZVPD basis set

Results
* ΔE to the lowest compared entry with this formula, charge and spin: 41.96 kcal per mole
* net charge: 0
* electronic energy: -85978.1693 eV
* frontier orbital gap: 9.7374 eV
* HOMO energy: -9.3 eV
* molar mass: 167.0 g/mol

CARTESIAN COORDINATES (ANGSTROEM)
C: -0.3375 0.9177 0.0025
C: 2.2998 -0.0960 0.0132
N: -1.0083 1.8962 0.0657
N: 1.6068 -1.1369 -0.0861
S: 1.7614 1.5390 -0.0053
Br: 4.3528 -0.0247 -0.0317
H: -0.3105 -0.0653 -0.1451
H: -1.9553 2.0889 -0.1079
H: 2.0826 -2.0136 0.1345

***

[4]
C2H3BrN2S | ωB97M-V with the def2-TZVPD basis set

Results
* ΔE to the lowest compared entry with this formula, charge and spin: 70.68 kcal per mole
* net charge: 0
* electronic energy: -85976.9239 eV
* frontier orbital gap (alpha / beta): 7.4175 / 7.4168 eV
* HOMO energy (alpha / beta): -8.5 / -8.5 eV
* molar mass: 167.0 g/mol

CARTESIAN COORDINATES (ANGSTROEM)
C: 0.4098 2.1306 0.0197
C: 0.1058 -2.0257 -0.0918
N: -0.0890 0.9922 0.1506
N: 0.5708 3.2601 -0.3158
S: 0.5195 -0.4135 -0.6066
Br: 2.8696 0.1265 -0.1580
H: -0.3403 -2.2416 0.8915
H: 0.4651 -2.5954 -0.8952
H: 1.2681 3.8346 0.0255

***

[5]
C2H3BrO | ωB97M-V with the def2-TZVPD basis set

Results
* ΔE to the lowest compared entry with this formula, charge and spin: 145.15 kcal per mole
* net charge: 0
* electronic energy: -74206.1186 eV
* frontier orbital gap (alpha / beta): 8.1419 / 10.2352 eV
* HOMO energy (alpha / beta): -8.5 / -10.6 eV
* molar mass: 122.9 g/mol

CARTESIAN COORDINATES (ANGSTROEM)
C: -0.3802 0.3734 0.6930
C: 0.5620 -0.0339 -0.3267
O: 0.1001 1.1886 -0.4580
Br: 2.3040 -0.4972 -0.0344
H: -1.3693 -0.0252 0.3385
H: -0.1107 0.7138 1.6046
H: -1.1059 -1.7195 -1.8169

***

[6]
C2H3BrO | ωB97M-V with the def2-TZVPD basis set

Results
* ΔE to the lowest compared entry with this formula, charge and spin: 9.31 kcal per mole
* net charge: 0
* electronic energy: -74212.0093 eV
* frontier orbital gap: 11.1073 eV
* HOMO energy: -10.4 eV
* structure (SMILES): O=CCBr
* molar mass: 122.9 g/mol

CARTESIAN COORDINATES (ANGSTROEM)
C: 0.6504 -0.8644 0.0543
C: -0.2959 0.3378 -0.1048
O: 1.8390 -0.8748 -0.1123
Br: -2.1499 -0.1986 -0.0140
H: -0.1106 1.0485 0.7019
H: 0.1152 -1.7836 0.3657
H: -0.1232 0.8369 -1.0561

***

[7]
C2H3BrO2 | ωB97M-V with the def2-TZVPD basis set

Results
* ΔE to the lowest compared entry with this formula, charge and spin: 17.28 kcal per mole
* net charge: 0
* electronic energy: -76259.5280 eV
* frontier orbital gap: 11.2826 eV
* HOMO energy: -10.6 eV
* structure (SMILES): COC(=O)Br
* molar mass: 138.9 g/mol

CARTESIAN COORDINATES (ANGSTROEM)
C: -0.9965 0.0509 -0.7185
C: 0.8947 0.0091 0.6672
O: -0.9555 1.1669 -0.9952
O: -0.1376 -0.6238 -0.0475
Br: -2.3391 -1.1896 -1.4967
H: 1.9125 -0.1088 0.1170
H: 0.9571 -0.4099 1.7643
H: 0.6644 1.1051 0.7094

***

[8]
C2H3BrO2 | ωB97M-V with the def2-TZVPD basis set

Results
* ΔE to the lowest compared entry with this formula, charge and spin: 48.92 kcal per mole
* net charge: 0
* electronic energy: -76258.1562 eV
* frontier orbital gap: 10.9107 eV
* HOMO energy: -10.4 eV
* structure (SMILES): O=COCBr
* molar mass: 138.9 g/mol

CARTESIAN COORDINATES (ANGSTROEM)
C: 1.4309 0.1805 -0.4358
C: -1.1901 0.0429 0.4811
O: 0.3310 -0.0881 0.4065
O: 1.7659 0.0931 -1.5771
Br: -1.9006 -1.1382 -0.9597
H: 2.2343 0.1845 0.4093
H: -1.4331 -0.4029 1.4352
H: -1.2382 1.1282 0.2404

***

- Among the records above, which one has the lowest ΔE to the lowest compared entry with this formula, charge and spin?
  number 6